Computed, not measured: C18H10Cl2IrN4O2SbSe4 as an isolated structure, with ωB97M-V/def2-TZVPD.

Positions of all 42 atoms, in Å:
Ir (-0.20290, -0.20397, 0.41338)
Cl (3.35292, -5.85502, -0.93570)
C (2.11174, -4.64862, -0.93161)
C (2.31550, -3.50514, -0.18649)
C (1.33564, -2.51617, -0.16782)
N (1.40624, -1.31988, 0.55764)
C (2.47778, -0.83969, 1.25534)
O (3.57205, -1.34629, 1.38343)
C (2.14255, 0.48357, 1.91764)
C (3.11759, 1.17455, 2.59800)
C (2.78546, 2.37963, 3.20147)
C (1.48305, 2.83762, 3.11927)
C (0.55170, 2.08767, 2.42258)
N (0.87338, 0.94011, 1.82364)
C (0.14582, -2.69028, -0.90440)
C (-0.04710, -3.85133, -1.64886)
C (0.93402, -4.82142, -1.66067)
Cl (0.66631, -6.25092, -2.59993)
N (-0.77105, -1.63323, -0.79174)
C (-1.94550, -1.48482, -1.48484)
O (-2.41420, -2.23595, -2.31147)
C (-2.64758, -0.20033, -1.09688)
C (-3.78534, 0.18965, -1.76420)
C (-4.39907, 1.37972, -1.39695)
C (-3.86401, 2.12030, -0.35983)
C (-2.72242, 1.65997, 0.27443)
N (-2.11607, 0.53119, -0.09370)
H (3.23140, -3.37186, 0.36664)
H (4.11180, 0.75201, 2.63286)
H (3.53807, 2.95641, 3.72228)
H (1.17925, 3.77582, 3.56015)
H (-0.46725, 2.42385, 2.31320)
H (-0.95116, -3.98666, -2.22078)
H (-4.15312, -0.44272, -2.55959)
H (-5.27776, 1.72765, -1.92326)
H (-4.29254, 3.06159, -0.04748)
H (-2.25982, 2.22579, 1.06758)
Se (-1.48375, 3.96924, -3.19312)
Sb (0.17366, 3.62766, -1.36454)
Se (2.25997, 4.88332, -1.95918)
Se (-0.81892, 4.74571, 0.50834)
Se (0.85367, 1.27128, -1.53486)

Summary:
frontier orbital gap (spin up / spin down): 6.742 / 5.580 eV
DFT total energy: -324691.538 eV
spin multiplicity: 5
lowest unoccupied orbital energy (spin up / spin down): -0.9869 / -2.8084 eV

Partial charges, Löwdin, in e: Ir 1.19; Cl 0.68; C -0.67; C -0.03; C -0.19; N -0.09; C -0.44; O 0.09; C -0.19; C 0.02; C -0.02; C -0.04; C -0.15; N -0.09; C -0.19; C -0.03; C -0.67; Cl 0.68; N -0.09; C -0.43; O 0.10; C -0.19; C 0.02; C -0.03; C -0.04; C -0.15; N -0.09; H 0.11; H 0.13; H 0.12; H 0.11; H 0.06; H 0.10; H 0.13; H 0.12; H 0.12; H 0.05; Se 0.14; Sb -0.32; Se 0.14; Se -0.05; Se 0.09